Record 1
{
  "formula": "C2H5B",
  "method": "ωB97M-V/def2-TZVPD",
  "elements": ["B", "C", "C", "H", "H", "H", "H", "H"],
  "positions_angstrom": [[0.7770, 0.2149, -0.3251], [-0.6939, 0.5492, -0.0428], [-0.1310, -0.8048, 0.3720], [2.4561, 0.1253, -2.0224], [-1.2976, 1.2375, 0.6243], [-1.2292, 0.5454, -0.9497], [-0.3209, -1.6492, -0.3119], [-0.0618, -1.0638, 1.4423]],
  "mulliken_charge": [0.061, -0.535, -0.556, 0.017, 0.275, 0.246, 0.222, 0.270],
  "multiplicity": 3,
  "charge": 0,
  "de_lowest_kcal_mol": 71.2
}

Record 2
{
  "formula": "CH16O7",
  "method": "ωB97M-V/def2-TZVPD",
  "elements": ["C", "O", "H", "H", "H", "H", "H", "H", "O", "H", "H", "O", "H", "H", "O", "H", "H", "O", "H", "H", "O", "H", "H", "O"],
  "positions_angstrom": [[1.9351, 0.0520, 2.1491], [1.0790, 0.0900, 0.9923], [1.3616, 0.3550, 3.2040], [2.2161, -1.0240, 2.4758], [2.9440, 0.5178, 2.1266], [0.2413, 0.8135, 1.0220], [-2.2958, 1.1855, 0.6975], [-3.8511, 1.3696, 0.2713], [-3.0921, 0.7331, 0.4213], [-0.4941, 1.7425, -0.3517], [-0.4832, 2.5327, 0.9309], [-0.6068, 1.6829, 0.6145], [1.6898, -2.5927, 0.3305], [0.5803, -1.5846, 0.4797], [0.7270, -2.5215, 0.2209], [0.6985, 0.7127, -1.9065], [-0.7669, 0.4228, -2.4440], [-0.2867, 1.0749, -1.9284], [1.9809, -0.3588, -0.6809], [1.8178, -1.4081, -1.7478], [2.3350, -0.5977, -1.5828], [-2.8072, -1.7569, -1.9473], [-2.4853, -0.5230, -1.2573], [-2.4372, -0.9176, -2.0898]],
  "mulliken_charge": [-0.718, -0.717, 0.243, 0.236, 0.286, 0.442, 0.413, 0.312, -0.673, 0.407, 0.361, -0.667, 0.305, 0.433, -0.688, 0.399, 0.324, -0.760, 0.395, 0.360, -0.708, 0.299, 0.332, -0.616],
  "charge": 0,
  "de_lowest_kcal_mol": 30.6
}

Record 3
{
  "formula": "C5H12N2O3",
  "method": "ωB97M-V/def2-TZVPD",
  "elements": ["C", "C", "N", "C", "C", "O", "C", "N", "O", "H", "H", "H", "H", "H", "H", "H", "H", "H", "H", "H", "O", "H"],
  "positions_angstrom": [[2.2192, -1.6157, 0.5188], [1.4274, -0.3484, 0.7053], [1.4491, 0.6657, -0.3409], [0.1826, -0.0045, -0.0402], [-0.3343, -0.9095, -1.1399], [-0.6995, -0.1977, -2.3112], [-0.8293, 0.8343, 0.7433], [-1.6457, 1.6934, -0.2390], [-0.4877, 1.4584, 1.7753], [2.3916, -1.8460, -0.5397], [3.2004, -1.5120, 1.0030], [1.6971, -2.4651, 0.9818], [1.4536, 0.0464, 1.7246], [1.4445, 1.5954, 0.0776], [0.4166, -1.6742, -1.3797], [-1.2348, -1.4386, -0.8024], [0.0342, 0.3722, -2.5648], [-1.6891, 1.3651, -1.2056], [-1.2897, 2.6454, -0.2701], [-2.7520, 1.0720, 0.1667], [-2.3562, -0.0361, 1.1340], [-2.5980, 0.2996, 2.0030]],
  "mulliken_charge": [-1.435, -0.331, -0.817, 1.045, -0.759, -0.567, 0.494, -0.433, -0.743, 0.413, 0.346, 0.302, 0.466, 0.351, 0.330, 0.310, 0.343, 0.326, 0.297, 0.504, -0.774, 0.333],
  "charge": 0,
  "de_lowest_kcal_mol": 96.7
}

Record 4
{
  "formula": "C9H8O3",
  "method": "ωB97M-V/def2-TZVPD",
  "elements": ["C", "C", "C", "C", "C", "C", "C", "O", "C", "H", "H", "H", "H", "H", "H", "H", "H", "O", "C", "O"],
  "positions_angstrom": [[-3.6125, 0.7543, 0.3014], [-2.3094, 1.0632, 0.3075], [-1.1774, 0.1572, 0.1501], [-0.0164, 0.1948, 0.7756], [1.1553, -0.5737, 0.3675], [1.1573, -1.7488, -0.4829], [2.4794, -2.1480, -0.4647], [3.1922, -1.3762, 0.3045], [2.4694, -0.4343, 0.8143], [-4.4577, 1.4465, 0.0376], [-3.8685, -0.2527, 0.6140], [-2.0043, 2.1048, 0.3310], [-1.1520, -0.2684, -0.8866], [0.2978, 0.8455, 1.6110], [0.2403, -2.2610, -0.9906], [2.8630, -3.0431, -0.8178], [2.9873, 0.4314, 1.1932], [0.8569, 0.9676, -1.8902], [0.5431, 1.6571, -1.0311], [0.3563, 2.4840, -0.2438]],
  "mulliken_charge": [-0.678, -0.245, -0.131, -0.630, 0.915, -0.368, -0.443, -0.296, -0.607, 0.232, 0.259, 0.292, 0.243, 0.344, 0.249, 0.470, 0.365, -0.387, 0.839, -0.422],
  "charge": 0,
  "smiles": "C=C/C=C/c1ccoc1.O=C=O",
  "de_lowest_kcal_mol": 58.5
}

Record 5
{
  "formula": "C38H47CsN4",
  "method": "ωB97M-V/def2-TZVPD",
  "elements": ["Cs", "C", "C", "C", "C", "C", "C", "C", "C", "C", "C", "C", "C", "N", "C", "C", "N", "C", "C", "C", "C", "C", "C", "C", "C", "C", "C", "C", "C", "H", "H", "H", "H", "H", "H", "H", "H", "H", "H", "H", "H", "H", "H", "H", "H", "H", "H", "H", "H", "H", "H", "H", "H", "H", "H", "H", "H", "H", "H", "H", "H", "H", "H", "H", "H", "C", "N", "C", "C", "C", "C", "C", "N", "C", "C", "C", "C", "C", "C", "H", "H", "H", "H", "H", "H", "H", "H", "H", "H", "H"],
  "positions_angstrom": [[1.4851, -0.3105, 0.1651], [-1.9264, 2.7180, -4.5691], [-2.2076, 1.3320, -3.9828], [-3.6570, 0.9407, -4.2838], [-1.2417, 0.2580, -4.4544], [-1.3254, -0.1386, -5.7812], [-0.6806, -1.2585, -6.2696], [0.0474, -2.0240, -5.3619], [0.2047, -1.6680, -4.0391], [1.0894, -2.5690, -3.1902], [0.3930, -3.0891, -1.9319], [2.4366, -1.9110, -2.8826], [-0.3827, -0.4431, -3.5345], [-0.1087, -0.0580, -2.2686], [-0.0486, 1.3117, -2.0190], [-0.2373, 2.0344, -0.8709], [-0.5557, 1.6517, 0.4342], [-1.2256, 2.5566, 1.1913], [-0.8424, 2.7386, 2.5667], [-1.4944, 3.6682, 3.3554], [-2.5259, 4.4606, 2.8663], [-2.9406, 4.2584, 1.5610], [-2.3516, 3.3174, 0.7278], [-3.0149, 2.9610, -0.5917], [-3.5997, 1.5449, -0.4931], [-4.1180, 3.9167, -1.0333], [0.3022, 1.9686, 3.2118], [1.6543, 2.2217, 2.5454], [-0.0013, 0.4731, 3.3418], [-2.6502, 3.4526, -4.2041], [-1.9993, 2.6962, -5.6608], [-0.9266, 3.0635, -4.3076], [-2.1041, 1.3965, -2.9036], [-3.8454, 0.8845, -5.3591], [-4.3503, 1.6779, -3.8670], [-3.8973, -0.0341, -3.8567], [-1.9598, 0.4412, -6.4476], [-0.7633, -1.5502, -7.3106], [0.5414, -2.9332, -5.6979], [1.3045, -3.4476, -3.8150], [0.0357, -2.2481, -1.3446], [1.0645, -3.7066, -1.3298], [-0.4846, -3.6834, -2.1973], [2.2695, -0.9885, -2.3331], [2.9533, -1.6420, -3.8061], [3.0825, -2.5621, -2.2891], [0.2780, 1.9337, -2.8615], [-0.0267, 3.1036, -1.0060], [-1.1539, 3.7896, 4.3812], [-3.0080, 5.2006, 3.4960], [-3.7777, 4.8384, 1.1882], [-2.2694, 2.9531, -1.3893], [-4.3531, 1.5196, 0.3007], [-2.8211, 0.8201, -0.2636], [-4.0857, 1.2547, -1.4268], [-4.9742, 3.8933, -0.3521], [-4.4786, 3.6107, -2.0186], [-3.7814, 4.9538, -1.1074], [0.3796, 2.3640, 4.2347], [1.5928, 1.9088, 1.5093], [2.4581, 1.6758, 3.0433], [1.8961, 3.2869, 2.5475], [-0.1797, 0.0456, 2.3547], [-0.9171, 0.3174, 3.9195], [0.8174, -0.0641, 3.8239], [1.8824, -4.1433, 2.3821], [2.4973, -2.9180, 1.9013], [3.7478, -2.8099, 2.1693], [4.6348, -1.7399, 1.8183], [5.9948, -1.6775, 2.1602], [6.4702, -0.4927, 1.5932], [5.3686, 0.0768, 0.9416], [4.2602, -0.6636, 1.0722], [1.1843, -3.9292, 3.7011], [1.5407, -4.6397, 4.8376], [0.8983, -4.4105, 6.0502], [-0.1072, -3.4606, 6.1388], [-0.4692, -2.7400, 5.0063], [0.1684, -2.9769, 3.8002], [2.6106, -4.9645, 2.4788], [1.1323, -4.4682, 1.6498], [4.2522, -3.6279, 2.7144], [6.5441, -2.4060, 2.7412], [7.4728, -0.0914, 1.6413], [5.3421, 1.0022, 0.3788], [2.3372, -5.3722, 4.7728], [1.1952, -4.9713, 6.9293], [-0.6045, -3.2738, 7.0828], [-1.2405, -1.9826, 5.0609], [-0.1056, -2.4039, 2.9245]],
  "mulliken_charge": [1.691, -1.598, 2.754, -1.698, -0.198, -0.362, -1.551, -0.691, 0.634, 0.533, -1.235, -1.185, -0.092, 0.742, -0.260, -0.600, 0.891, -1.126, 0.149, -0.558, -1.484, -0.225, 0.267, 2.241, -1.218, -2.310, 0.769, -1.451, -1.290, 0.365, 0.382, 0.335, -1.367, 0.407, 0.348, 0.395, 0.232, 0.302, 0.252, 0.369, -0.040, 0.370, 0.337, -0.065, 0.338, 0.377, -0.041, -0.081, 0.286, 0.301, 0.321, -0.409, 0.406, 0.186, 0.311, 0.461, 0.387, 0.426, 0.425, -0.108, 0.389, 0.359, -0.235, 0.295, 0.487, -1.472, 0.324, -0.115, -0.278, -0.854, -0.659, -0.709, 0.126, 0.789, -0.471, -0.513, -0.443, -0.515, -0.181, 0.437, 0.292, 0.177, 0.412, 0.380, 0.443, 0.321, 0.332, 0.375, 0.367, 0.396],
  "total_energy_ev": -46677.570,
  "charge": -2
}

Record 6
{
  "formula": "C4H5NO",
  "method": "ωB97M-V/def2-TZVPD",
  "elements": ["N", "C", "C", "C", "C", "O", "H", "H", "H", "H", "H"],
  "positions_angstrom": [[3.0752, -0.3476, -0.1238], [1.9867, 0.0087, 0.0367], [0.6125, 0.4963, 0.2344], [-0.4592, 0.0517, -0.7797], [-1.2037, -0.4322, 0.4729], [-0.0600, -0.1631, 1.3073], [0.6570, 1.5818, 0.3886], [-0.9250, 0.8529, -1.3552], [-0.1341, -0.7490, -1.4466], [-2.0595, 0.1879, 0.7632], [-1.4899, -1.4874, 0.5021]],
  "mulliken_charge": [-0.378, -0.029, 0.388, -0.588, -0.282, -0.404, 0.261, 0.270, 0.270, 0.232, 0.261],
  "charge": 0,
  "smiles": "N#C[C@H]1CCO1",
  "de_lowest_kcal_mol": 37.5
}

Record 7
{
  "formula": "C32H28F6N3O3OsS",
  "method": "ωB97M-V/def2-TZVPD",
  "elements": ["Os", "C", "C", "C", "C", "N", "C", "C", "C", "C", "C", "C", "N", "C", "C", "C", "C", "C", "N", "H", "H", "H", "H", "H", "H", "H", "H", "H", "H", "H", "C", "C", "O", "C", "F", "F", "F", "C", "F", "F", "F", "H", "H", "H", "C", "C", "O", "S", "C", "C", "C", "C", "C", "C", "C", "C", "H", "H", "H", "H", "H", "H", "H", "C", "C", "C", "O", "H", "H", "H", "H", "H", "H", "H"],
  "positions_angstrom": [[0.0886, -1.6663, -0.0956], [4.6784, -2.5510, 0.0670], [4.7438, -3.5388, 1.0368], [3.6691, -3.7198, 1.8945], [2.5636, -2.8986, 1.7428], [2.4929, -1.9619, 0.7926], [3.5217, -1.7938, -0.0295], [1.3927, -2.9174, 2.6554], [1.4602, -3.3108, 3.9815], [0.3678, -3.0718, 4.8048], [-0.7357, -2.3990, 4.3092], [-0.7459, -2.0535, 2.9672], [0.2769, -2.3781, 2.1568], [-1.7628, -1.2310, 2.2903], [-2.7295, -0.4274, 2.7815], [-3.4659, 0.5369, 1.9868], [-3.2798, 0.9979, 0.7334], [-2.2546, 0.6584, -0.3231], [-1.5425, -1.2829, 0.9454], [5.5007, -2.3751, -0.6117], [5.6222, -4.1639, 1.1260], [3.6877, -4.4891, 2.6538], [3.3999, -1.0325, -0.7909], [2.3653, -3.7477, 4.3771], [0.3998, -3.3677, 5.8447], [-1.5681, -2.1390, 4.9473], [-2.9738, -0.4819, 3.8346], [-4.2962, 0.9880, 2.5177], [-3.9988, 1.7409, 0.4059], [-2.7188, 0.8287, -1.2957], [1.8126, -4.6752, -2.6433], [0.6427, -3.9885, -1.9520], [1.0668, -2.7818, -1.4026], [-0.4702, -3.6984, -2.9855], [-1.5571, -3.1632, -2.4036], [-0.0267, -2.8163, -3.8846], [-0.8527, -4.7979, -3.6357], [0.1130, -4.8766, -0.8080], [1.1090, -5.2450, 0.0039], [-0.7550, -4.1599, -0.0201], [-0.5278, -5.9611, -1.2090], [2.1647, -4.0337, -3.4480], [1.5219, -5.6406, -3.0552], [2.6155, -4.8139, -1.9232], [-0.0063, 7.6575, -1.1194], [-1.2637, 8.3440, -0.6626], [-1.3994, 9.5337, -0.6288], [-2.7043, 7.3649, -0.2119], [-2.1377, 5.6821, -0.2533], [-1.4983, 5.1181, 0.8445], [-1.1083, 3.7886, 0.8167], [-1.3575, 2.9901, -0.2961], [-2.0209, 3.5559, -1.3824], [-2.4033, 4.8885, -1.3646], [-0.9724, 1.5268, -0.2569], [-1.8739, -0.7904, -0.2026], [0.8112, 8.3700, -1.0415], [-0.1362, 7.3793, -2.1676], [0.2149, 6.7532, -0.5569], [-1.3118, 5.7230, 1.7228], [-0.6085, 3.3621, 1.6790], [-2.2605, 2.9610, -2.2543], [-2.9144, 5.3184, -2.2162], [1.2043, 2.1332, -1.3779], [0.0930, 1.0969, -1.3028], [-0.4335, 0.7478, -2.6860], [0.7802, -0.0901, -0.8125], [0.8396, 3.0519, -1.8358], [2.0244, 1.7435, -1.9798], [1.5774, 2.3709, -0.3805], [-0.4962, 1.3485, 0.7139], [0.4032, 0.4412, -3.3133], [-0.9088, 1.6054, -3.1599], [-1.1479, -0.0758, -2.6531]],
  "mulliken_charge": [2.665, -0.821, -0.528, -0.877, 0.778, -0.107, -0.161, 0.584, -1.074, -0.634, -0.995, 0.583, 0.003, 0.184, -0.385, -0.719, -1.000, 0.893, -0.009, 0.447, 0.449, 0.425, 0.474, 0.391, 0.462, 0.451, 0.395, 0.364, 0.452, 0.587, -2.054, 1.150, -0.635, 0.622, -0.221, -0.257, -0.262, 0.388, -0.257, -0.258, -0.249, 0.468, 0.417, 0.397, -0.904, 0.638, -0.513, -0.089, -0.342, -0.789, -0.015, -0.220, -0.234, -0.841, 0.055, -1.116, 0.331, 0.262, 0.294, 0.439, 0.488, 0.314, 0.482, -2.147, 1.701, -1.727, -0.633, 0.333, 0.567, 0.435, 0.598, 0.528, 0.332, 0.248],
  "multiplicity": 5,
  "charge": 1,
  "de_lowest_kcal_mol": 0.0
}

Record 8
{
  "formula": "C29H31NP3PtS",
  "method": "ωB97M-V/def2-TZVPD",
  "elements": ["Pt", "C", "P", "C", "C", "C", "C", "C", "C", "C", "P", "C", "C", "H", "H", "H", "H", "H", "H", "H", "H", "H", "H", "H", "H", "H", "H", "H", "H", "N", "P", "C", "C", "C", "C", "C", "C", "C", "C", "C", "C", "C", "C", "C", "C", "C", "C", "C", "C", "H", "H", "H", "H", "H", "H", "H", "H", "H", "H", "H", "H", "H", "H", "H", "S", "C"],
  "positions_angstrom": [[0.4432, 0.8876, 1.2090], [0.6689, 4.5817, 2.2763], [1.3678, 2.9316, 1.9234], [2.7765, 2.9611, 3.1097], [2.1948, 3.1242, 0.2998], [2.0563, 4.2601, -0.4909], [2.6061, 4.3085, -1.7636], [3.3097, 3.2226, -2.2566], [3.4553, 2.0826, -1.4780], [2.8928, 2.0122, -0.2114], [2.8967, 0.4637, 0.7776], [4.6738, 0.3601, 1.2792], [2.8825, -0.8739, -0.4688], [-0.1997, 4.7763, 1.6488], [1.4245, 5.3539, 2.1299], [0.3504, 4.5868, 3.3182], [3.5819, 3.5940, 2.7362], [3.1438, 1.9502, 3.2695], [2.4220, 3.3501, 4.0644], [1.4930, 5.1099, -0.1273], [2.4727, 5.1923, -2.3737], [3.7255, 3.2520, -3.2554], [3.9901, 1.2329, -1.8834], [5.3147, 0.4514, 0.4019], [4.8319, -0.6139, 1.7444], [4.9343, 1.1346, 1.9988], [3.7570, -0.8400, -1.1194], [1.9618, -0.8064, -1.0486], [2.8868, -1.8247, 0.0673], [-0.3477, 0.1494, -0.4659], [-1.4377, -0.9842, -0.5240], [-1.5185, -2.0923, 0.8784], [-2.6542, -2.7113, 1.3582], [-2.6061, -3.5587, 2.4535], [-1.3538, -3.8464, 3.0515], [-0.2169, -3.2283, 2.6615], [-0.2351, -2.1434, 1.6376], [-1.1373, -2.0421, -1.9819], [-1.6993, -3.3105, -2.0946], [-1.4036, -4.1047, -3.1917], [-0.5464, -3.6373, -4.1795], [0.0074, -2.3693, -4.0764], [-0.2877, -1.5727, -2.9792], [-3.1398, -0.3693, -0.7049], [-3.6663, 0.3132, 0.3906], [-4.9487, 0.8312, 0.3319], [-5.7027, 0.6796, -0.8257], [-5.1768, 0.0094, -1.9193], [-3.8909, -0.5133, -1.8641], [-3.6049, -2.5473, 0.8600], [-3.5063, -4.0327, 2.8196], [-1.3114, -4.5857, 3.8434], [0.7335, -3.4192, 3.1459], [0.6211, -2.2249, 0.9521], [-2.3591, -3.6727, -1.3160], [-1.8422, -5.0909, -3.2774], [-0.3123, -4.2649, -5.0303], [0.6650, -2.0026, -4.8551], [0.1334, -0.5791, -2.8756], [-3.0634, 0.4167, 1.2875], [-5.3616, 1.3496, 1.1880], [-6.7056, 1.0854, -0.8726], [-5.7689, -0.1076, -2.8183], [-3.4778, -1.0411, -2.7149], [-1.0499, -0.2610, 3.5933], [-0.1425, -0.7427, 2.3371]],
  "mulliken_charge": [0.634, -1.550, 1.071, -1.229, 0.585, -0.600, -0.753, -0.818, -0.636, 0.378, 0.502, -1.459, -1.373, 0.368, 0.441, 0.425, 0.353, 0.264, 0.494, 0.353, 0.390, 0.400, 0.276, 0.386, 0.451, 0.385, 0.568, 0.255, 0.439, -0.662, 1.576, -0.598, -0.082, -1.049, -0.326, -1.187, 1.277, -0.166, -0.206, -0.699, -0.441, -0.724, -0.342, 0.066, -0.096, -0.743, -0.477, -0.732, -0.380, 0.440, 0.392, 0.394, 0.391, -0.304, 0.387, 0.408, 0.384, 0.398, 0.505, 0.265, 0.413, 0.366, 0.395, 0.380, -0.174, -0.044],
  "multiplicity": 2,
  "charge": 0,
  "de_lowest_kcal_mol": 72.6
}